# 1
{
  "formula": "C55H50I2KN4O4P2S",
  "method": "ωB97M-V/def2-TZVPD",
  "elements": ["K", "I", "C", "C", "C", "I", "C", "O", "C", "C", "N", "C", "C", "C", "C", "C", "C", "N", "C", "H", "H", "H", "H", "H", "H", "H", "H", "H", "H", "H", "C", "S", "C", "C", "C", "N", "P", "C", "C", "C", "C", "C", "C", "C", "C", "C", "C", "C", "C", "P", "C", "C", "C", "C", "C", "C", "C", "C", "C", "C", "C", "C", "H", "H", "H", "H", "H", "H", "H", "H", "H", "H", "H", "H", "H", "H", "H", "H", "H", "H", "H", "H", "H", "H", "H", "H", "H", "H", "H", "H", "H", "N", "C", "C", "C", "C", "C", "C", "C", "H", "H", "H", "H", "H", "O", "C", "C", "C", "C", "C", "C", "C", "O", "O", "H", "H", "H", "H", "H"],
  "xyz": [[2.3749, -0.5457, -0.3884], [3.0464, -2.8550, -8.3623], [2.7103, -2.1917, -6.4318], [2.7028, -0.8403, -6.1427], [2.4714, -0.4287, -4.8465], [2.4857, 1.6080, -4.4299], [2.1793, -1.3079, -3.7805], [1.8994, -0.9132, -2.6173], [2.2651, -2.7023, -4.1069], [2.0418, -3.7980, -3.0677], [2.4629, -3.6449, -1.6880], [3.8479, -3.3008, -1.4774], [4.2124, -3.1537, -0.0100], [5.2811, -2.3446, 0.3615], [5.6278, -2.2453, 1.6950], [4.8598, -2.9315, 2.6228], [3.7977, -3.6857, 2.1525], [3.4827, -3.8167, 0.8761], [2.5127, -3.1028, -5.3960], [2.8831, -0.1070, -6.9155], [2.5415, -4.6951, -3.4603], [0.9747, -4.0406, -3.0231], [1.8191, -3.0302, -1.2062], [4.1671, -2.3834, -2.0092], [4.4595, -4.1141, -1.8956], [5.8199, -1.7901, -0.3988], [6.4429, -1.6063, 2.0020], [5.0290, -2.8416, 3.6836], [3.1556, -4.2058, 2.8530], [2.5626, -4.1631, -5.6109], [-6.1567, 1.8990, -1.0492], [-5.7316, 1.2166, 0.5547], [-4.4991, 2.4114, 1.1092], [-3.2084, 2.4429, 0.3025], [-2.4601, 1.1084, 0.3411], [-1.0515, 1.1825, -0.0613], [0.2197, 1.4925, 1.0647], [-0.3830, 2.9613, 1.9738], [0.0203, 4.2097, 1.5184], [-0.4580, 5.3685, 2.1059], [-1.3300, 5.2902, 3.1794], [-1.7143, 4.0496, 3.6686], [-1.2419, 2.8987, 3.0693], [0.1837, 0.2507, 2.3793], [1.2221, 0.5579, 3.4193], [1.5714, -0.4911, 4.4562], [0.9333, -1.8230, 4.2112], [0.0729, -2.0404, 3.2180], [-0.2996, -0.9960, 2.2681], [-0.5279, 1.2706, -1.7044], [-1.5304, 2.6015, -2.4466], [-1.0001, 3.8806, -2.3188], [-1.6958, 4.9881, -2.7693], [-2.9272, 4.8240, -3.3840], [-3.4527, 3.5507, -3.5442], [-2.7614, 2.4517, -3.0719], [-1.2490, -0.1738, -2.5287], [-1.6797, -1.3075, -1.8629], [-2.0582, -2.4394, -2.5656], [-1.9958, -2.4511, -3.9472], [-1.5491, -1.3243, -4.6259], [-1.1832, -0.1961, -3.9242], [-6.9525, 1.2907, -1.4678], [-5.3215, 1.8789, -1.7411], [-6.5168, 2.9221, -0.9642], [-4.2893, 2.1404, 2.1467], [-4.9536, 3.4057, 1.1375], [-2.5898, 3.2423, 0.7014], [-3.4231, 2.7199, -0.7289], [-2.9712, 0.3847, -0.3042], [-2.4963, 0.6918, 1.3575], [0.7156, 4.2770, 0.6918], [-0.1387, 6.3306, 1.7330], [-1.6980, 6.1929, 3.6453], [-2.3811, 3.9863, 4.5165], [-1.5419, 1.9287, 3.4502], [1.0888, 1.5573, 3.8465], [1.4011, -0.1799, 5.5028], [1.1802, -2.6350, 4.8804], [-0.3500, -3.0267, 3.0795], [-0.9143, -1.2590, 1.4182], [-0.0302, 4.0075, -1.8560], [-1.2697, 5.9739, -2.6519], [-3.4702, 5.6845, -3.7488], [-4.4073, 3.4140, -4.0351], [-3.1774, 1.4574, -3.1937], [-1.6680, -1.3292, -0.7831], [-2.3747, -3.3187, -2.0251], [-2.2712, -3.3426, -4.4936], [-1.4565, -1.3331, -5.7047], [-0.8036, 0.6618, -4.4643], [-0.6220, -3.8135, 0.1718], [-1.6797, -3.8850, 0.6072], [-2.9705, -4.0506, 1.2161], [-3.3267, -5.3037, 1.7092], [-4.5705, -5.4767, 2.2864], [-5.4517, -4.4126, 2.3655], [-5.0959, -3.1678, 1.8693], [-3.8518, -2.9786, 1.2951], [-2.6276, -6.1226, 1.6376], [-4.8510, -6.4459, 2.6731], [-6.4237, -4.5532, 2.8140], [-5.7848, -2.3412, 1.9175], [-3.5773, -2.0113, 0.9080], [3.6601, 1.8066, 0.4268], [3.9922, 2.2440, 1.6870], [4.7266, 3.4212, 1.7766], [5.1085, 3.9416, 3.0007], [4.7535, 3.2793, 4.1579], [4.0090, 2.1177, 4.0580], [3.6005, 1.5633, 2.8505], [2.7198, 0.3142, 2.8630], [2.9667, -0.4612, 4.1718], [2.8111, -0.3785, 1.8084], [3.9229, 2.4781, -0.2100], [5.0077, 3.9315, 0.8633], [5.6794, 4.8595, 3.0378], [5.0434, 3.6561, 5.1275], [3.7177, 1.5791, 4.9481]],
  "homo_ev": -4.4,
  "homo_lumo_gap_ev": 6.38,
  "de_lowest_kcal_mol": 82.6,
  "charge": -1,
  "e_tot_ha": -4922.145485
}


# 2
{
  "formula": "C55H50I3N4O2P2S2V",
  "method": "ωB97M-V/def2-TZVPD",
  "elements": ["V", "O", "S", "C", "C", "C", "C", "C", "C", "C", "C", "C", "C", "P", "C", "C", "C", "C", "C", "C", "C", "C", "C", "C", "C", "C", "C", "C", "C", "C", "C", "C", "C", "C", "C", "C", "C", "C", "P", "C", "C", "C", "C", "C", "C", "C", "C", "C", "C", "C", "C", "C", "C", "H", "H", "H", "H", "H", "H", "H", "H", "H", "H", "H", "H", "H", "H", "H", "H", "H", "H", "H", "H", "H", "H", "H", "H", "H", "H", "H", "H", "H", "H", "H", "H", "H", "H", "H", "H", "I", "I", "N", "C", "N", "N", "C", "N", "H", "H", "H", "H", "I", "C", "H", "H", "O", "S", "C", "C", "C", "C", "H", "H", "H", "H", "H", "H", "H", "H"],
  "xyz": [[-1.2228, -1.1299, -0.2674], [-1.7787, 2.3163, -0.4347], [-0.8580, 1.9359, 0.7374], [-1.7878, 2.3037, 2.1780], [-2.5941, 3.4149, 2.1750], [-3.1806, 3.9055, 3.3608], [-2.8595, 3.2887, 4.5395], [-3.2171, 3.6233, 5.9753], [-2.4482, 2.5753, 6.8334], [-1.7701, 1.6733, 5.8194], [-0.9718, 0.5776, 5.9546], [-0.5613, -0.1094, 4.7875], [-0.8566, 0.2871, 3.5004], [-0.5216, -0.9656, 2.1417], [1.3277, -1.0010, 2.3471], [2.0792, -0.0717, 1.6251], [3.4485, 0.0574, 1.8187], [4.1056, -0.7687, 2.7216], [3.3767, -1.7102, 3.4327], [2.0009, -1.8168, 3.2571], [-1.1221, -2.4701, 3.0210], [-0.4992, -3.7079, 2.9128], [-0.9985, -4.8179, 3.5859], [-2.1505, -4.7147, 4.3430], [-2.8226, -3.4986, 4.4039], [-2.3128, -2.3896, 3.7489], [-1.5453, 1.5362, 3.3514], [-2.0445, 2.1369, 4.5220], [0.3539, 3.2325, 0.6931], [0.5011, 4.1094, 1.7383], [1.3513, 5.2345, 1.6657], [2.0239, 5.4569, 0.5049], [2.9365, 6.5919, 0.0921], [3.4214, 6.2123, -1.3339], [2.7017, 4.9190, -1.6516], [2.7113, 4.1343, -2.7635], [1.9671, 2.9383, -2.7448], [1.2009, 2.4992, -1.6810], [0.4935, 0.7669, -1.8735], [2.0474, -0.1894, -2.1728], [3.2984, 0.2314, -1.7238], [4.4279, -0.5701, -1.8905], [4.3249, -1.8040, -2.5134], [3.0812, -2.2443, -2.9539], [1.9578, -1.4504, -2.7721], [-0.1995, 0.9639, -3.5851], [0.4480, 0.5753, -4.7564], [-0.1394, 0.7906, -6.0030], [-1.3857, 1.3939, -6.0956], [-2.0330, 1.7999, -4.9328], [-1.4424, 1.5903, -3.6929], [1.1241, 3.3557, -0.5215], [1.9131, 4.5251, -0.5555], [-2.7410, 3.9435, 1.2380], [-3.8234, 4.7798, 3.3223], [-4.2952, 3.5516, 6.1291], [-2.9318, 4.6462, 6.2249], [-3.1195, 2.0091, 7.4790], [-1.7118, 3.0508, 7.4818], [-0.6812, 0.1960, 6.9270], [-0.0155, -1.0347, 4.9255], [1.5964, 0.5617, 0.8933], [4.0029, 0.8094, 1.2642], [5.1781, -0.6801, 2.8672], [3.8777, -2.3610, 4.1413], [1.4589, -2.5344, 3.8500], [0.3894, -3.8183, 2.3074], [-0.4913, -5.7713, 3.4935], [-2.5354, -5.5784, 4.8755], [-3.7471, -3.4164, 4.9660], [-2.8472, -1.4498, 3.8098], [-0.0635, 3.9536, 2.6494], [1.4189, 5.9095, 2.5134], [3.7643, 6.7117, 0.7909], [2.3887, 7.5351, 0.0874], [4.5019, 6.0692, -1.3666], [3.1840, 6.9866, -2.0635], [3.2900, 4.3928, -3.6446], [2.0283, 2.3111, -3.6227], [3.4046, 1.1980, -1.2453], [5.3919, -0.2178, -1.5396], [5.2066, -2.4188, -2.6576], [2.9846, -3.2124, -3.4339], [0.9913, -1.8041, -3.1113], [1.4213, 0.1083, -4.7152], [0.3870, 0.4873, -6.9031], [-1.8415, 1.5644, -7.0669], [-3.0010, 2.2881, -4.9905], [-1.9477, 1.9287, -2.7996], [-3.5200, 0.5380, -0.4815], [-5.7533, -1.0661, -0.5751], [1.3368, -5.4361, -1.6655], [2.2826, -4.9583, -0.8368], [3.4173, -5.6499, -0.6944], [2.1854, -3.8244, -0.1796], [1.1438, -3.0494, -0.2683], [0.2833, -2.2721, -0.2497], [1.3802, -6.4064, -1.9315], [0.3914, -5.0829, -1.5105], [3.6052, -6.4759, -1.2310], [4.1536, -5.2428, -0.1458], [-2.2359, -4.8337, 0.0642], [-2.6274, -2.6826, 0.1341], [-3.1280, -2.6167, 1.0995], [-3.4224, -2.6299, -0.6098], [-1.6119, -1.3992, -2.4004], [-1.8835, -2.7310, -3.1135], [-1.1862, -2.5299, -4.7758], [-2.3031, -2.8325, -5.7733], [-3.5492, -2.1868, -5.1764], [-3.5892, -2.6462, -3.7211], [-0.3088, -3.1709, -4.8688], [-0.8903, -1.4799, -4.8158], [-2.4465, -3.9097, -5.8802], [-2.0586, -2.4309, -6.7559], [-4.4598, -2.4741, -5.7021], [-3.4596, -1.0997, -5.2218], [-3.9946, -3.6562, -3.6140], [-4.1246, -1.9817, -3.0438]],
  "homo_ev": [-9.3, -9.7],
  "homo_lumo_gap_ev": [6.57, 6.85],
  "spin_multiplicity": 4,
  "s_squared": 3.7694,
  "de_lowest_kcal_mol": 8.9,
  "charge": 1,
  "e_tot_ha": -5811.425709
}